(1)
Below is a single C3H8NOS molecule at a distorted geometry, with properties calculated with the ωB97M-V functional and the def2-TZVPD basis.

```
! wB97M-V def2-TZVPD RIJCOSX def2/J DEFGRID3
* xyz 0 2
O 2.362 1.096 0.528
C 1.563 0.666 -0.341
C 0.467 -0.229 0.057
C -1.023 0.133 -0.588
S -1.071 0.225 -2.420
N 0.200 -0.429 1.552
H 1.507 1.080 -1.329
H 0.613 -1.227 -0.438
H -1.699 -0.713 -0.194
H -0.872 1.099 -0.298
H -2.232 -0.323 -2.423
H 0.845 -0.943 2.058
H 0.139 0.413 2.086
H -0.797 -0.849 1.750
*
```

Properties
Largest force on an atom: 0.08001 hartree/bohr
HOMO level (spin up / spin down): -4.216 / -8.374 eV
ΔE to the lowest compared entry with this formula, charge and spin: 71.32 kcal/mol
LUMO level (spin up / spin down): 0.189 / -0.166 eV



(2)
Below is 2 unconnected molecules or ions with the total composition C2H8S2 at a distorted geometry, with properties calculated with the ωB97M-V functional and the def2-TZVPD basis.

```
! wB97M-V def2-TZVPD RIJCOSX def2/J DEFGRID3
* xyz 0 1
C -1.059 -0.208 0.816
C -1.217 -0.407 -0.733
H -0.137 -0.565 1.343
H -1.841 -0.664 1.335
H -1.080 0.865 0.737
H -0.820 0.360 -1.220
H -0.875 -1.382 -1.111
H -2.273 -0.445 -0.845
S 2.428 1.630 0.450
S 2.820 -0.128 -0.635
H 2.137 1.047 1.563
H 1.918 -0.104 -1.699
*
```

Properties
Largest force on an atom: 0.11141 hartree/bohr
HOMO level: -9.208 eV
ΔE to the lowest compared entry with this formula, charge and spin: 22.02 kcal/mol
LUMO level: 0.187 eV
Structure (SMILES): CC.SS



(3)
Below is a single C5H13NS2 molecule at a distorted geometry, with properties calculated with the ωB97M-V functional and the def2-TZVPD basis.

```
! wB97M-V def2-TZVPD RIJCOSX def2/J DEFGRID3
* xyz 0 1
C -1.566 -0.870 2.370
C -1.461 0.179 1.265
N -0.094 0.590 1.023
C 0.132 1.347 -0.199
C 1.391 0.901 -0.936
C 1.194 0.175 -2.283
S -0.054 -1.146 -2.218
S 0.622 -2.479 -0.888
H -1.652 -0.469 3.371
H -0.601 -1.372 2.394
H -2.261 -1.673 2.143
H -2.167 1.001 1.450
H -1.828 -0.279 0.343
H 0.325 1.042 1.823
H -0.723 1.174 -0.859
H 0.239 2.419 0.000
H 2.064 0.255 -0.352
H 2.105 1.708 -1.140
H 2.137 -0.210 -2.658
H 0.717 0.863 -2.977
H 1.482 -3.156 -1.673
*
```

Properties
Largest force on an atom: 0.03621 hartree/bohr
HOMO level: -8.523 eV
ΔE to the lowest compared entry with this formula, charge and spin: 14.34 kcal/mol
LUMO level: 0.727 eV
Structure (SMILES): CCNCCCSS



(4)
Below is a gas-phase ion, C5H8NS (charge +1) at a distorted geometry, with properties calculated with the ωB97M-V functional and the def2-TZVPD basis.

```
! wB97M-V def2-TZVPD RIJCOSX def2/J DEFGRID3
* xyz 1 1
C 0.130 -0.332 1.662
C -0.484 -1.527 1.703
C -0.360 -0.516 -0.520
C -0.482 -0.272 -1.981
C 0.786 1.514 0.238
N 0.234 0.253 0.433
S -1.047 -1.996 0.162
H 0.480 0.222 2.478
H -0.678 -2.074 2.633
H -1.272 -0.812 -2.500
H -0.541 0.818 -2.290
H 0.369 -0.629 -2.541
H 1.845 1.553 0.337
H 0.707 1.657 -0.818
H 0.312 2.142 1.004
*
```

Properties
Largest force on an atom: 0.09974 hartree/bohr
HOMO level: -14.298 eV
ΔE to the lowest compared entry with this formula, charge and spin: 0.00 kcal/mol
LUMO level: -4.317 eV



(5)
Below is a molecular structure, C47H52BBr2ClCsN11O6S at a distorted geometry, with properties calculated with the ωB97M-V functional and the def2-TZVPD basis.

```
! wB97M-V def2-TZVPD RIJCOSX def2/J DEFGRID3
* xyz -2 1
Cs 0.887 -0.786 -0.581
Br 7.928 0.047 -3.403
C 6.049 0.157 -3.135
C 5.257 -0.950 -3.346
C 3.889 -0.800 -3.127
N 3.346 0.342 -2.728
C 4.123 1.400 -2.542
C 5.501 1.362 -2.728
C 3.407 2.641 -2.080
C 4.063 3.862 -1.938
C 3.330 4.929 -1.458
Br 4.177 6.614 -1.235
C 1.997 4.784 -1.135
C 1.441 3.526 -1.326
N 2.119 2.488 -1.792
H 5.662 -1.898 -3.669
H 3.214 -1.637 -3.276
H 6.135 2.217 -2.553
H 5.107 3.983 -2.183
H 1.414 5.604 -0.740
H 0.404 3.337 -1.068
O -0.315 2.242 1.894
C 0.577 2.591 2.906
C 2.041 2.381 2.560
C 3.013 2.661 3.521
C 4.338 2.412 3.225
C 4.655 1.875 1.986
C 3.621 1.632 1.099
N 2.342 1.902 1.362
H -0.219 1.250 1.766
H 0.378 2.015 3.821
H 0.422 3.648 3.151
H 2.717 3.043 4.492
H 5.112 2.609 3.958
H 5.672 1.619 1.720
H 3.822 1.164 0.143
C 6.183 -6.967 0.386
C 5.287 -5.799 0.708
C 4.930 -4.877 -0.268
C 4.102 -3.802 0.031
C 3.602 -3.649 1.314
C 3.953 -4.561 2.301
C 4.792 -5.621 1.999
S 2.468 -2.316 1.705
O 2.651 -2.050 3.125
O 2.946 -1.253 0.812
N 1.101 -2.896 1.297
C -0.028 -2.687 2.200
C -0.697 -1.309 2.030
O -1.940 -1.219 2.076
O 0.114 -0.351 1.834
H 6.508 -6.935 -0.654
H 5.668 -7.918 0.545
H 7.075 -6.970 1.018
H 5.293 -4.999 -1.283
H 3.833 -3.088 -0.739
H 3.567 -4.419 3.303
H 5.067 -6.326 2.777
H 0.278 -2.736 3.254
H -0.780 -3.456 2.025
B 1.674 -2.941 -5.374
N 0.879 -1.591 -5.436
C 0.201 -1.057 -6.466
C -0.343 0.147 -6.052
C 0.077 0.256 -4.714
N 0.813 -0.790 -4.360
N 1.207 -3.698 -4.104
C 0.011 -4.286 -3.926
C -0.101 -4.665 -2.604
C 1.118 -4.256 -2.036
N 1.897 -3.674 -2.943
H 1.381 -3.569 -6.377
H 2.866 -2.734 -5.290
H 0.144 -1.577 -7.410
H -0.952 0.829 -6.623
H -0.105 1.044 -3.997
H -0.682 -4.368 -4.749
H -0.933 -5.145 -2.117
H 1.439 -4.331 -1.008
C -5.248 3.411 3.599
C -4.302 3.171 2.411
C -3.626 1.821 2.657
C -3.242 4.282 2.457
C -5.108 3.252 1.073
O -5.786 4.537 1.075
C -6.242 2.218 0.855
C -6.018 0.780 0.324
C -5.985 -0.336 1.342
C -4.880 -1.161 1.520
C -4.891 -2.185 2.457
C -6.028 -2.385 3.216
Cl -6.064 -3.669 4.405
C -7.152 -1.588 3.060
C -7.120 -0.574 2.118
C -4.282 3.464 -0.219
N -3.395 2.436 -0.724
C -2.119 2.176 -0.403
N -1.614 1.277 -1.215
C -2.634 1.035 -2.077
N -3.733 1.715 -1.828
H -4.677 3.288 4.521
H -6.067 2.690 3.635
H -5.658 4.426 3.612
H -2.901 1.923 3.467
H -3.071 1.430 1.809
H -4.350 1.070 2.959
H -2.855 4.358 3.475
H -3.663 5.249 2.175
H -2.382 4.067 1.826
H -6.451 4.507 1.770
H -6.864 2.727 0.114
H -6.853 2.159 1.762
H -5.161 0.728 -0.341
H -6.889 0.580 -0.307
H -3.966 -0.994 0.961
H -3.997 -2.777 2.606
H -8.035 -1.770 3.660
H -8.001 0.046 1.980
H -3.717 4.386 -0.089
H -5.000 3.642 -1.017
H -1.597 2.598 0.444
H -2.563 0.336 -2.897
*
```

Properties
Largest force on an atom: 0.07152 hartree/bohr
HOMO level: -2.805 eV
ΔE to the lowest compared entry with this formula, charge and spin: 8.41 kcal/mol
LUMO level: 3.241 eV



(6)
Below is a molecular structure, C30H42BrClN2P2V at a distorted geometry, with properties calculated with the ωB97M-V functional and the def2-TZVPD basis.

```
! wB97M-V def2-TZVPD RIJCOSX def2/J DEFGRID3
* xyz 2 4
C -2.038 -9.227 0.776
C -0.819 -8.532 0.801
C 0.376 -9.285 0.863
C 0.292 -10.680 0.967
N -0.884 -11.297 0.976
C -2.024 -10.625 0.885
C -0.787 -7.075 0.825
C -0.413 -5.945 1.077
C -0.045 -4.603 1.021
C -0.393 -3.987 -0.181
C 0.175 -2.733 -0.404
C 0.941 -2.090 0.681
C 1.149 -2.692 1.898
C 0.704 -4.008 2.048
V -0.009 -0.804 -0.327
P 0.946 -0.335 -2.393
H 1.344 -8.797 0.870
H -2.981 -8.699 0.713
H 1.202 -11.288 1.047
H -2.966 -11.187 0.898
H 0.918 -4.596 2.936
H -1.083 -4.480 -0.876
H 1.637 -2.168 2.725
H -0.034 -2.190 -1.388
C 1.572 1.396 -2.417
C 2.657 1.657 -3.466
H 1.932 1.619 -1.398
H 0.698 2.048 -2.582
H 2.851 2.737 -3.532
H 3.606 1.171 -3.201
H 2.347 1.317 -4.463
C 2.363 -1.482 -2.692
C 2.035 -2.786 -3.417
H 2.780 -1.713 -1.702
H 3.139 -0.920 -3.224
H 2.898 -3.462 -3.360
H 1.188 -3.324 -2.970
H 1.822 -2.617 -4.477
C -0.255 -0.531 -3.778
C 0.278 -0.123 -5.148
H -1.142 0.067 -3.513
H -0.579 -1.584 -3.783
H -0.458 -0.392 -5.917
H 0.428 0.960 -5.213
H 1.213 -0.638 -5.405
Br 1.339 0.592 1.234
P 5.138 -1.264 1.490
C 4.821 -0.933 -0.283
C 6.085 -0.344 -0.928
H 3.950 -0.263 -0.362
H 4.572 -1.898 -0.755
H 6.067 -0.481 -2.014
H 6.176 0.729 -0.726
H 6.989 -0.839 -0.549
C 4.312 0.001 2.511
C 5.044 0.323 3.821
H 3.299 -0.386 2.699
H 4.232 0.909 1.894
H 4.589 1.205 4.282
H 4.968 -0.498 4.546
H 6.104 0.548 3.655
C 4.352 -2.861 1.898
C 5.422 -3.965 1.987
H 3.576 -3.091 1.155
H 3.852 -2.743 2.872
H 4.989 -4.885 2.392
H 5.850 -4.184 1.000
H 6.236 -3.662 2.661
Cl -5.326 0.235 -1.802
C -4.117 0.288 -0.584
C -4.389 0.887 0.654
C -3.372 0.889 1.614
C -2.128 0.340 1.307
N -1.844 -0.165 0.079
C -2.851 -0.261 -0.851
H -5.354 1.322 0.835
H -3.517 1.333 2.591
H -1.312 0.327 2.021
H -2.607 -0.740 -1.795
*
```

Properties
Largest force on an atom: 0.10397 hartree/bohr
HOMO level (spin up / spin down): -12.960 / -12.961 eV
ΔE to the lowest compared entry with this formula, charge and spin: 0.00 kcal/mol
LUMO level (spin up / spin down): -6.223 / -8.481 eV



(7)
Below is a molecular structure, C16H46IN4O7V at a distorted geometry, with properties calculated with the ωB97M-V functional and the def2-TZVPD basis.

```
! wB97M-V def2-TZVPD RIJCOSX def2/J DEFGRID3
* xyz -1 2
O -20.574 23.249 -16.752
V -21.284 24.439 -15.975
I -23.727 22.780 -15.630
O -22.197 25.651 -17.441
H -22.362 25.273 -18.299
O -22.132 25.966 -14.833
H -22.176 25.881 -13.880
C -17.248 25.857 -14.506
C -18.462 24.943 -14.842
C -19.305 24.857 -13.586
O -20.437 24.026 -13.882
C -21.127 23.558 -12.748
N -19.244 25.446 -15.976
H -17.580 26.897 -14.544
H -16.515 25.741 -15.305
H -16.825 25.628 -13.530
H -18.032 23.962 -15.053
H -19.799 25.796 -13.313
H -18.701 24.418 -12.788
H -21.884 22.830 -13.032
H -21.570 24.407 -12.215
H -20.426 23.046 -12.074
H -18.673 25.219 -16.803
H -19.149 26.463 -15.972
C -20.239 20.258 -15.580
C -18.772 20.655 -15.407
C -18.460 20.961 -13.959
O -17.124 21.395 -13.803
C -16.822 21.765 -12.489
N -17.954 19.582 -15.979
H -20.891 21.067 -15.250
H -20.433 19.396 -14.928
H -20.581 19.987 -16.575
H -18.596 21.528 -16.044
H -18.606 20.021 -13.401
H -19.142 21.711 -13.542
H -17.355 22.655 -12.137
H -15.771 22.025 -12.350
H -17.013 20.902 -11.841
H -16.989 19.731 -15.679
H -18.190 18.690 -15.546
C -20.070 21.603 -20.022
C -21.191 22.598 -20.341
C -22.518 22.207 -19.692
O -23.020 20.939 -20.101
C -23.393 20.929 -21.458
N -20.748 23.903 -19.826
H -20.452 20.654 -20.417
H -19.923 21.490 -18.948
H -19.136 21.907 -20.494
H -21.235 22.705 -21.437
H -23.298 22.972 -19.722
H -22.279 22.058 -18.636
H -22.526 21.006 -22.121
H -24.111 21.728 -21.671
H -23.872 19.982 -21.710
H -21.464 24.623 -19.902
H -20.042 24.297 -20.456
C -16.073 25.741 -18.558
C -17.404 25.399 -19.220
C -17.254 25.049 -20.705
O -18.510 24.857 -21.357
C -18.271 24.650 -22.730
N -18.046 24.306 -18.472
H -15.527 26.516 -19.101
H -15.460 24.841 -18.477
H -16.231 26.169 -17.569
H -18.081 26.251 -19.104
H -16.627 24.180 -20.926
H -16.714 25.916 -21.119
H -17.796 23.701 -22.985
H -17.797 25.516 -23.202
H -19.245 24.646 -23.230
H -17.392 23.528 -18.415
H -18.888 23.946 -18.921
*
```

Properties
Largest force on an atom: 0.07385 hartree/bohr
HOMO level (spin up / spin down): -3.998 / -3.996 eV
ΔE to the lowest compared entry with this formula, charge and spin: 0.00 kcal/mol
LUMO level (spin up / spin down): 2.343 / 2.343 eV



(8)
Below is 4 unconnected molecules or ions with the total composition C4H14O3 at a distorted geometry, with properties calculated with the ωB97M-V functional and the def2-TZVPD basis.

```
! wB97M-V def2-TZVPD RIJCOSX def2/J DEFGRID3
* xyz 0 1
C 1.808 -1.635 -1.318
C 1.585 -1.798 0.165
C 0.500 -1.254 0.719
C 0.188 -1.007 2.195
H 1.116 -2.235 -1.928
H 1.807 -0.589 -1.705
H 2.882 -1.875 -1.533
H 2.482 -2.124 0.695
H -0.314 -0.955 0.049
H -0.836 -0.669 2.383
H 0.936 -0.236 2.601
H 0.489 -1.942 2.694
O -1.876 2.591 -0.032
H -0.987 2.760 0.313
H -1.757 2.868 -0.949
O 1.092 2.101 -0.326
H 1.792 2.628 -0.721
H 1.481 1.269 -0.031
O -2.712 -0.312 -0.935
H -2.939 -0.044 -1.828
H -2.541 0.484 -0.418
*
```

Properties
Largest force on an atom: 0.04399 hartree/bohr
HOMO level: -9.091 eV
ΔE to the lowest compared entry with this formula, charge and spin: 29.43 kcal/mol
LUMO level: 0.488 eV
Structure (SMILES): C/C=C/C.O.O.O